# 1
14
Properties=species:S:1:pos:R:3 method="wB97M-V/def2-TZVPD" homo_lumo_gap_ev=10.7 de_lowest_kj_mol=345.8 homo_ha=-0.35699
C -1.178 -1.147 -0.050
C -0.412 0.142 -0.065
N -0.834 1.245 0.419
O -2.104 1.101 0.961
C 0.926 0.187 -0.742
C 2.182 0.260 0.007
O 1.736 -0.964 -0.558
H -2.067 -1.070 -0.685
H -0.550 -1.969 -0.396
H -1.534 -1.362 0.962
H -2.301 1.991 1.279
H 0.920 0.575 -1.763
H 3.066 0.690 -0.463
H 2.149 0.320 1.094

***

# 2
32
Properties=species:S:1:pos:R:3 method="wB97M-V/def2-TZVPD" homo_lumo_gap_ev=11.0 de_lowest_kj_mol=341.9 homo_ha=-0.62845 charge=+2
C 1.719 -1.210 -0.692
C 2.945 -2.115 -1.021
C 1.137 -1.471 1.806
N 1.869 -0.799 0.787
N -0.226 -1.704 1.656
N 1.701 -1.809 3.063
H 1.696 -0.208 -1.280
H 0.792 -1.790 -1.096
H 3.013 -2.585 -2.030
H 3.131 -2.786 -0.255
H 2.908 -0.744 1.127
H -0.616 -1.420 0.806
H -0.647 -2.408 2.056
H 2.527 -1.496 3.488
H 1.140 -1.808 3.913
H 3.750 -1.377 -1.000
C -2.952 0.947 -1.038
C -3.168 0.632 0.409
C -0.704 2.135 -1.083
N -1.582 1.350 -1.586
N -0.804 2.586 0.233
N 0.462 2.408 -1.773
H -3.390 0.245 -1.854
H -3.548 1.979 -1.293
H -3.803 1.341 0.911
H -2.145 0.457 0.854
H -1.410 1.023 -2.691
H -1.614 2.381 0.953
H -0.099 3.133 0.652
H 0.321 2.359 -2.850
H 1.023 3.207 -1.518
H -3.427 -0.451 0.346

***

# 3
83
Properties=species:S:1:pos:R:3 method="wB97M-V/def2-TZVPD" spin_multiplicity=5 homo_lumo_gap_ev="5.4 / 3.0" de_lowest_kj_mol=175.1 homo_ha="-0.44623 / -0.44623" charge=+2
Pd 2.847 -0.513 2.417
C -1.465 -3.175 2.171
C -0.594 -2.676 1.292
C -0.699 -1.586 0.291
C -0.479 -0.113 0.719
C -1.036 0.302 2.054
C -2.071 -0.203 2.739
C -3.087 -1.144 2.221
C -2.798 -2.602 2.607
C 1.822 -0.570 4.108
H -1.351 -4.217 2.512
H 0.386 -3.136 1.218
H -1.675 -1.674 -0.194
H 0.089 -1.819 -0.460
H 0.613 0.071 0.693
H -0.862 0.555 -0.091
H -0.451 1.088 2.556
H -2.102 -0.092 3.828
H -3.127 -1.103 1.134
H -4.063 -0.839 2.639
H -2.906 -2.723 3.699
H -3.627 -3.220 2.202
H 0.995 -1.080 3.584
H 1.547 0.488 4.302
H 2.130 -1.046 5.048
P 0.390 3.321 -1.344
P 0.859 0.361 -3.246
N -1.042 4.247 -0.930
N 1.361 4.789 -1.685
N -0.786 -0.006 -3.783
N 1.655 -0.411 -4.650
C -0.131 2.988 -3.110
C 0.834 2.096 -3.903
C -1.547 4.255 0.385
C -2.598 5.158 0.444
C -2.790 5.693 -0.877
C -1.835 5.107 -1.700
C 2.585 4.998 -1.043
C 3.144 6.170 -1.531
C 2.278 6.660 -2.558
C 1.166 5.826 -2.595
C -1.632 -0.806 -3.001
C -2.906 -0.800 -3.556
C -2.855 0.036 -4.722
C -1.556 0.515 -4.827
C 1.249 -0.640 -5.970
C 2.362 -1.006 -6.728
C 3.498 -0.978 -5.850
C 3.041 -0.604 -4.596
H -0.336 3.938 -3.635
H -1.108 2.490 -2.986
H 0.550 2.099 -4.957
H 1.875 2.433 -3.853
H -1.105 3.599 1.116
H -3.133 5.432 1.339
H -3.513 6.457 -1.170
H -1.684 5.207 -2.778
H 2.919 4.276 -0.321
H 4.055 6.621 -1.181
H 2.462 7.500 -3.206
H 0.263 5.866 -3.180
H -1.208 -1.306 -2.146
H -3.757 -1.345 -3.176
H -3.661 0.246 -5.407
H -1.153 1.193 -5.562
H 0.217 -0.525 -6.261
H 2.369 -1.268 -7.769
H 4.515 -1.211 -6.108
H 3.552 -0.438 -3.670
O -0.565 -3.087 4.813
C 0.594 -3.541 4.605
O 1.521 -3.116 3.865
C 0.900 -4.825 5.365
C 2.160 -5.440 5.358
C 2.463 -6.534 6.185
C 1.488 -7.053 7.031
C 0.205 -6.481 7.050
C -0.077 -5.387 6.223
H 2.918 -5.034 4.695
H 3.458 -6.987 6.168
H 1.694 -7.900 7.677
H -0.579 -6.873 7.710
H -1.078 -4.949 6.249

***

# 4
10
Properties=species:S:1:pos:R:3 method="wB97M-V/def2-TZVPD" homo_lumo_gap_ev="6.0 / 8.1" de_lowest_kj_mol=281.9 homo_ha="-0.26072 / -0.30181"
N 2.035 0.675 -0.129
O -1.395 1.538 0.307
O -2.012 -0.873 -0.145
P -0.624 -1.785 0.041
P -2.656 0.552 0.011
H 1.736 1.088 0.761
H 3.046 0.560 -0.385
H -0.522 1.145 0.181
H 1.501 -0.128 0.022
H -1.109 -2.771 -0.663